Entry 1:
{
  "formula": "C28H77N7O7",
  "method": "ωB97M-V/def2-TZVPD",
  "symbols": ["C", "O", "C", "C", "C", "N", "H", "H", "H", "H", "H", "H", "H", "H", "H", "H", "H", "C", "O", "C", "C", "C", "N", "H", "H", "H", "H", "H", "H", "H", "H", "H", "H", "H", "C", "O", "C", "C", "C", "N", "H", "H", "H", "H", "H", "H", "H", "H", "H", "H", "H", "C", "O", "C", "C", "C", "N", "H", "H", "H", "H", "H", "H", "H", "H", "H", "H", "H", "C", "O", "C", "C", "C", "N", "H", "H", "H", "H", "H", "H", "H", "H", "H", "H", "H", "C", "O", "C", "C", "C", "N", "H", "H", "H", "H", "H", "H", "H", "H", "H", "H", "H", "C", "O", "C", "C", "C", "N", "H", "H", "H", "H", "H", "H", "H", "H", "H", "H", "H"],
  "coordinates": [[8.630, 7.721, 11.577], [8.939, 7.998, 10.164], [7.812, 8.018, 9.265], [8.350, 8.320, 7.883], [9.544, 7.408, 7.469], [8.702, 9.685, 7.640], [8.380, 8.663, 12.085], [9.544, 7.359, 12.012], [7.767, 7.027, 11.624], [7.335, 7.068, 9.385], [7.194, 8.847, 9.610], [7.560, 8.051, 7.104], [10.455, 7.751, 7.983], [9.561, 7.415, 6.436], [9.427, 6.439, 7.861], [7.930, 10.362, 7.886], [9.534, 10.001, 8.052], [12.404, 7.840, 9.766], [13.362, 8.461, 8.865], [14.244, 7.513, 8.258], [15.430, 8.109, 7.523], [16.069, 9.022, 8.503], [15.100, 8.830, 6.261], [13.012, 7.491, 10.614], [12.044, 6.937, 9.333], [11.558, 8.501, 9.965], [14.658, 6.811, 9.030], [13.675, 6.871, 7.591], [15.948, 7.156, 7.308], [15.287, 9.687, 8.768], [16.894, 9.652, 8.108], [16.416, 8.498, 9.429], [14.694, 9.740, 6.498], [14.373, 8.258, 5.842], [12.289, 12.882, 15.257], [13.058, 14.013, 15.164], [14.189, 13.938, 16.039], [14.991, 15.225, 15.988], [16.349, 14.970, 16.660], [14.263, 16.277, 16.622], [12.741, 11.946, 15.014], [11.363, 12.988, 14.641], [11.873, 12.784, 16.332], [13.785, 13.777, 17.069], [14.745, 13.066, 15.682], [15.177, 15.331, 14.898], [16.829, 15.879, 16.930], [16.984, 14.355, 16.072], [16.163, 14.348, 17.541], [14.701, 17.171, 16.667], [13.336, 16.353, 16.281], [16.875, 15.840, 9.167], [16.092, 15.771, 10.366], [16.310, 16.869, 11.190], [17.767, 17.053, 11.628], [18.305, 15.828, 12.394], [17.915, 18.257, 12.437], [16.506, 15.014, 8.577], [17.956, 15.555, 9.263], [16.776, 16.887, 8.800], [15.930, 17.824, 10.917], [15.663, 16.586, 11.995], [18.524, 17.201, 10.741], [19.332, 15.961, 12.639], [18.345, 15.003, 11.680], [17.640, 15.551, 13.229], [18.858, 18.516, 12.556], [17.454, 19.044, 11.951], [13.202, 16.193, 9.179], [12.914, 16.778, 10.434], [12.264, 15.932, 11.364], [11.765, 16.792, 12.527], [12.917, 17.456, 13.267], [11.033, 16.049, 13.508], [13.718, 16.918, 8.601], [12.269, 15.849, 8.703], [13.955, 15.385, 9.269], [11.467, 15.421, 10.815], [12.851, 15.054, 11.630], [11.165, 17.628, 12.141], [12.528, 18.280, 13.828], [13.616, 17.791, 12.541], [13.417, 16.772, 13.956], [10.220, 15.672, 13.115], [11.624, 15.408, 14.087], [14.198, 8.091, 12.893], [14.487, 8.453, 14.182], [15.858, 8.705, 14.364], [16.154, 9.322, 15.761], [15.658, 8.461, 16.904], [15.684, 10.654, 15.905], [13.075, 7.953, 12.820], [14.704, 7.142, 12.667], [14.568, 8.835, 12.146], [16.515, 7.863, 14.303], [16.332, 9.438, 13.676], [17.243, 9.253, 15.780], [16.133, 8.726, 17.805], [15.833, 7.404, 16.824], [14.581, 8.455, 17.001], [15.903, 11.111, 16.753], [16.119, 11.228, 15.175], [11.472, 12.089, 10.753], [12.526, 12.180, 11.687], [13.819, 12.083, 11.084], [14.938, 12.646, 12.006], [16.208, 12.584, 11.142], [15.150, 11.834, 13.228], [11.295, 11.079, 10.401], [11.693, 12.683, 9.845], [10.561, 12.470, 11.177], [13.939, 11.007, 10.918], [13.852, 12.626, 10.122], [14.780, 13.725, 12.314], [16.170, 13.269, 10.370], [16.357, 11.586, 10.745], [17.069, 12.804, 11.775], [15.289, 10.875, 12.974], [14.231, 11.865, 13.678]],
  "forces_ev_per_a": [[-0.6, 0.9, -2.0], [0.2, -0.3, 1.1], [1.5, 0.9, 1.3], [-0.5, -1.5, -1.5], [-0.4, 1.7, 2.7], [-2.4, 1.5, -0.6], [-0.2, -0.2, -0.1], [0.2, -0.5, 0.2], [0.6, 0.1, 0.3], [-0.7, -0.7, -0.4], [-0.6, -0.1, -0.2], [0.5, 0.4, 1.2], [-0.1, 0.2, -0.7], [0.7, 0.0, -2.0], [-0.5, -1.5, 0.3], [1.2, -1.1, -0.4], [1.3, 0.2, 0.8], [1.9, 0.1, -0.5], [-0.4, -0.1, -0.1], [-0.9, -0.6, 1.0], [-0.8, -0.4, -0.3], [2.1, 0.3, 0.5], [0.1, -0.7, 1.0], [-0.6, 0.4, 0.4], [-0.6, -0.8, -0.6], [0.5, 0.0, 0.2], [-0.2, 0.5, -0.2], [-0.3, -0.2, -0.4], [0.6, 0.7, -0.4], [-0.6, 0.9, 0.7], [-0.3, -0.6, 0.1], [-0.3, 0.4, -0.8], [0.0, -0.4, -0.1], [-0.1, 0.4, -0.4], [-3.3, 0.0, 1.8], [0.7, 1.0, -0.4], [-0.8, -0.2, 0.3], [0.8, -1.1, -1.0], [-1.6, -0.7, 0.5], [0.1, -0.4, 0.8], [0.8, -0.6, -0.3], [0.9, 0.1, 0.1], [0.7, -0.1, -1.3], [0.5, 0.0, -0.4], [0.4, 0.1, 0.4], [0.0, 0.6, 0.2], [0.5, 0.7, 0.3], [0.6, -0.3, -0.9], [0.1, 0.4, 0.4], [0.4, 0.4, -0.2], [-0.8, 0.2, -0.4], [0.2, -0.2, 0.6], [1.1, 0.0, -1.4], [0.8, -0.7, 1.6], [2.2, -0.2, -0.6], [-1.2, -0.1, -1.1], [-2.4, 0.6, -0.2], [-0.5, 0.4, -0.9], [-0.7, 0.6, 0.5], [0.1, -0.9, -0.5], [-0.5, 0.9, -1.4], [0.0, 0.2, 1.3], [-1.7, -0.6, 0.8], [0.7, 0.4, 0.8], [-0.3, -0.3, 0.1], [0.5, 0.2, -0.1], [1.2, 0.1, 0.1], [0.4, -0.5, 0.5], [0.0, -1.0, 1.0], [0.5, 0.2, -0.1], [-0.4, 0.0, -1.1], [1.0, -0.1, 0.4], [-0.2, -0.6, -0.2], [1.0, 0.1, 1.4], [0.1, 1.0, -0.7], [0.3, 0.0, -0.1], [-0.6, -0.1, 0.1], [-0.9, 0.2, 0.1], [0.8, 0.2, 0.7], [-0.1, -0.5, -0.2], [-0.1, 0.5, 0.4], [0.8, 0.6, -0.4], [0.0, -0.1, -0.1], [-1.2, -1.1, -0.2], [-0.9, 0.6, -1.1], [-1.0, -0.5, -1.3], [0.9, 0.8, 1.0], [0.4, 2.0, 1.5], [0.2, -1.8, -0.1], [-0.8, -0.7, -0.7], [-0.4, 1.0, -1.9], [1.4, 0.2, -0.1], [-0.2, -0.1, -0.3], [-0.4, -0.3, 0.3], [0.0, -1.3, -0.2], [-0.8, -0.3, -0.3], [0.5, 0.1, 0.1], [0.3, 0.7, 1.3], [0.7, -0.6, -0.6], [-0.4, 0.7, 0.1], [0.3, 0.0, 1.3], [-0.5, 0.0, 0.2], [0.7, 0.3, -0.7], [-0.1, 0.7, -0.1], [-0.4, 0.4, 0.8], [0.4, -0.3, -0.7], [0.1, -1.1, 2.2], [-1.1, 1.6, -0.3], [0.0, -0.5, 0.1], [0.0, 0.0, 0.3], [-0.3, 0.2, 0.5], [0.7, 0.0, -0.3], [-0.2, -0.2, 0.2], [-0.2, -1.3, -0.4], [-0.1, 1.4, -1.6], [-0.1, -0.3, -0.2], [0.0, 0.1, -0.1], [0.0, -0.6, -0.3], [0.4, -0.3, 0.3]],
  "mulliken_charge": [-0.760, -0.124, -0.746, 0.243, -0.975, -0.579, 0.291, 0.169, 0.326, 0.485, 0.314, 0.225, -0.109, 0.448, 0.387, 0.257, 0.194, -0.692, -0.206, -0.856, 0.366, -0.934, -0.734, 0.104, 0.637, -0.028, 0.370, 0.407, 0.229, -0.007, 0.366, 0.310, 0.300, 0.319, -0.793, -0.055, -0.436, 1.850, -1.602, -0.683, 0.161, 0.269, 0.303, 0.468, -0.386, -0.734, 0.459, 0.363, 0.382, 0.244, 0.220, -1.133, 0.244, -0.570, 0.813, -1.218, -0.728, 0.323, 0.301, 0.411, 0.565, -0.404, 0.166, 0.551, 0.185, 0.084, 0.256, 0.232, -0.540, -0.354, 0.201, 0.061, -1.196, -0.629, 0.267, 0.361, -0.016, 0.479, -0.410, 0.389, 0.387, 0.419, -0.004, 0.289, 0.205, -0.433, -0.344, -0.701, 0.324, -1.681, -0.349, 0.079, 0.422, 0.162, 0.459, 0.372, 0.258, 0.450, 0.431, 0.365, 0.233, 0.074, -0.666, -0.134, -0.621, 1.413, -1.894, 0.476, -0.007, 0.294, 0.355, 0.132, 0.474, -0.316, 0.307, 0.319, 0.348, -0.182, -0.434],
  "charge": 0,
  "de_lowest_ev": 2.980,
  "energy_ha": -2022.76191,
  "homo_energy_ev": -8.664,
  "gap_ev": 9.2508,
  "molar_mass_g_mol": 623.97,
  "smiles": "COC[C@H](C)N.COC[C@H](C)N.COC[C@H](C)N.COC[C@H](C)N.COC[C@H](C)N.COC[C@H](C)N.COC[C@H](C)N"
}

Entry 2:
{
  "formula": "C23H27F9N2O6S",
  "method": "ωB97M-V/def2-TZVPD",
  "symbols": ["S", "C", "C", "C", "C", "C", "C", "C", "C", "N", "C", "C", "N", "C", "H", "H", "H", "H", "H", "H", "H", "H", "H", "H", "H", "H", "C", "C", "O", "C", "O", "C", "F", "F", "F", "H", "H", "H", "H", "H", "C", "C", "O", "C", "O", "C", "F", "F", "F", "H", "H", "H", "H", "H", "C", "C", "O", "C", "O", "C", "F", "F", "F", "H", "H", "H", "H", "H"],
  "coordinates": [[1.926, -2.149, 2.535], [0.806, -1.353, 1.267], [0.165, -2.486, 0.383], [-1.031, -1.998, -0.542], [-2.102, -1.312, 0.366], [-2.111, 0.146, 0.403], [-3.093, 0.852, 1.292], [-3.987, 0.039, 2.089], [-4.008, -1.460, 2.051], [-4.929, -2.123, 2.854], [-4.843, -3.469, 2.715], [-3.848, -4.148, 1.842], [-2.919, -3.537, 1.065], [-3.046, -2.159, 1.182], [1.899, -1.206, 3.549], [0.070, -0.745, 1.851], [1.365, -0.636, 0.605], [0.992, -2.862, -0.295], [-0.180, -3.373, 0.988], [-1.501, -2.937, -0.960], [-0.712, -1.378, -1.415], [-1.389, 0.746, -0.229], [-3.146, 1.958, 1.396], [-4.695, 0.562, 2.774], [-5.560, -4.099, 3.293], [-3.867, -5.271, 1.818], [-7.535, -0.981, 5.426], [-6.610, 0.173, 5.101], [-7.235, 1.430, 5.420], [-7.177, 1.806, 6.703], [-6.653, 1.175, 7.576], [-7.833, 3.176, 6.883], [-9.007, 3.270, 6.232], [-7.048, 4.165, 6.412], [-8.082, 3.457, 8.169], [-8.497, -0.854, 4.926], [-7.093, -1.927, 5.109], [-7.737, -1.035, 6.497], [-6.405, 0.188, 4.032], [-5.651, 0.076, 5.613], [3.965, -0.664, -4.796], [3.359, 0.703, -5.031], [2.037, 0.780, -4.467], [1.974, 1.031, -3.156], [2.925, 1.189, -2.443], [0.517, 1.134, -2.706], [-0.251, 0.152, -3.213], [-0.046, 2.293, -3.094], [0.386, 1.071, -1.369], [3.304, -1.448, -5.174], [4.932, -0.746, -5.293], [4.107, -0.854, -3.731], [3.251, 0.879, -6.102], [3.994, 1.498, -4.637], [8.927, 1.064, -2.481], [8.241, 2.250, -3.128], [8.608, 2.358, -4.515], [7.938, 1.569, -5.361], [7.077, 0.799, -5.040], [8.394, 1.825, -6.798], [9.732, 1.898, -6.904], [7.902, 2.985, -7.272], [7.993, 0.861, -7.639], [10.008, 1.123, -2.623], [8.712, 1.032, -1.412], [8.596, 0.126, -2.929], [8.568, 3.173, -2.647], [7.156, 2.196, -3.018]],
  "forces_ev_per_a": [[-0.2, 0.8, 0.1], [-0.2, 0.2, 0.1], [0.5, 0.0, -0.5], [-0.7, -1.0, 1.0], [-0.2, 2.0, -0.2], [-1.5, -1.5, 1.2], [-0.4, -3.1, 0.5], [1.3, 0.2, -1.2], [0.7, 1.3, -0.4], [1.5, -2.1, -1.5], [0.9, 0.8, -0.7], [0.0, 0.2, 0.0], [-2.8, 0.9, 2.3], [1.1, 2.0, -0.7], [-0.1, -0.6, -1.0], [0.4, -0.7, -0.7], [-0.4, -0.8, 0.7], [-0.9, 0.3, 0.7], [0.3, 1.1, -0.4], [0.6, 1.0, 0.3], [-0.3, -0.3, 1.1], [-1.1, -1.0, 0.9], [0.2, -1.1, -0.3], [0.6, -0.7, -0.7], [0.7, 0.6, -0.5], [0.1, 1.2, 0.0], [-0.3, 0.0, 0.3], [0.2, -0.7, -0.2], [-0.1, 0.7, 0.4], [0.6, -1.1, -0.6], [-0.3, 0.5, 0.1], [-0.8, 1.4, 0.3], [0.3, -0.3, 0.0], [0.1, -0.5, 0.0], [0.3, -0.5, -0.3], [0.1, 0.0, -0.1], [0.0, 0.1, 0.0], [0.1, 0.0, 0.0], [-0.2, 0.2, 0.1], [-0.1, 0.2, 0.1], [-0.1, -0.2, 0.2], [0.7, -0.2, -0.4], [-0.6, 0.3, 0.6], [1.2, -0.1, -0.9], [-0.6, 0.0, 0.3], [-1.6, 0.1, 0.4], [0.5, 0.1, 0.0], [0.5, -0.1, 0.0], [0.6, 0.1, -0.4], [0.0, 0.1, -0.1], [-0.1, 0.1, 0.0], [0.1, 0.1, 0.0], [-0.3, 0.0, 0.1], [-0.2, -0.1, 0.2], [0.1, -0.3, -0.2], [-0.1, -0.1, 0.8], [-0.2, -0.1, -0.8], [-0.1, 0.2, 1.4], [0.1, 0.0, -0.6], [0.6, 0.1, -1.5], [-0.3, -0.1, 0.4], [-0.1, -0.2, 0.5], [-0.1, 0.1, 0.6], [-0.1, 0.1, 0.1], [0.0, 0.1, -0.1], [-0.1, 0.1, 0.1], [0.1, 0.0, -0.3], [0.1, -0.1, -0.2]],
  "nbo_charge": [-0.083, -0.509, -0.415, -0.443, -0.011, -0.220, -0.198, -0.216, 0.090, -0.372, -0.004, 0.001, -0.385, 0.177, 0.135, 0.226, 0.215, 0.210, 0.229, 0.238, 0.226, 0.238, 0.229, 0.221, 0.208, 0.205, -0.637, -0.079, -0.480, 0.689, -0.533, 0.898, -0.309, -0.310, -0.302, 0.214, 0.227, 0.220, 0.201, 0.202, -0.641, -0.078, -0.476, 0.688, -0.533, 0.901, -0.308, -0.306, -0.311, 0.212, 0.240, 0.220, 0.199, 0.201, -0.638, -0.080, -0.474, 0.694, -0.549, 0.898, -0.306, -0.308, -0.302, 0.216, 0.226, 0.222, 0.200, 0.202],
  "charge": 0,
  "energy_ha": -2750.54921,
  "homo_energy_ev": -8.785,
  "gap_ev": 8.1047,
  "molar_mass_g_mol": 630.53,
  "smiles": "SCCCc1cccc2nccnc12.CCOC(=O)C(F)(F)F.CCOC(=O)C(F)(F)F.CCOC(=O)C(F)(F)F"
}

Entry 3:
{
  "formula": "C17H25NZn",
  "method": "ωB97M-V/def2-TZVPD",
  "symbols": ["C", "C", "C", "H", "C", "H", "H", "H", "C", "H", "H", "C", "H", "H", "C", "H", "H", "C", "H", "H", "Zn", "H", "C", "N", "C", "C", "C", "C", "C", "C", "C", "C", "H", "H", "H", "H", "H", "H", "H", "H", "H", "H", "H", "H"],
  "coordinates": [[3.050, 1.139, 0.894], [3.013, -0.056, -2.355], [3.693, -0.027, 1.187], [2.527, 1.653, 1.706], [2.558, -1.244, -1.890], [3.151, 0.104, -3.417], [4.106, -0.087, 2.187], [2.211, -1.983, -2.603], [3.808, -1.297, 0.385], [3.985, -2.120, 1.085], [4.667, -1.251, -0.278], [2.384, 1.519, -0.436], [2.322, 2.615, -0.337], [1.329, 1.269, -0.714], [3.387, 1.133, -1.543], [4.326, 0.960, -1.009], [3.522, 2.021, -2.175], [2.525, -1.662, -0.460], [2.435, -2.764, -0.461], [1.615, -1.308, 0.062], [-1.172, 1.125, 1.133], [0.064, 0.735, 1.796], [-1.950, -0.930, 3.193], [-1.986, -0.677, 1.738], [-1.481, -1.827, 0.970], [-3.362, -0.263, 1.273], [-3.284, 0.514, -0.028], [-4.325, 0.517, -0.940], [-4.171, 1.191, -2.142], [-3.013, 1.890, -2.449], [-1.957, 1.944, -1.543], [-2.211, 1.274, -0.407], [-0.922, -1.144, 3.518], [-2.607, -1.776, 3.448], [-2.305, -0.028, 3.711], [-1.382, -1.553, -0.084], [-0.493, -2.128, 1.333], [-2.176, -2.673, 1.053], [-3.965, -1.175, 1.131], [-3.798, 0.350, 2.082], [-5.205, -0.051, -0.659], [-5.011, 1.182, -2.854], [-2.888, 2.402, -3.395], [-1.017, 2.483, -1.710]],
  "forces_ev_per_a": [[-2.5, -2.3, 0.3], [-0.4, -1.1, 0.1], [-0.7, 1.4, 0.1], [1.2, 0.4, 0.3], [0.5, 1.5, -0.8], [-0.4, -0.3, -0.2], [-0.2, -0.1, 0.2], [0.2, 0.0, -0.1], [-0.7, 0.2, -0.6], [0.0, 0.2, 0.0], [0.2, -0.2, -0.2], [0.9, 0.5, 0.2], [0.2, -0.1, -0.4], [0.8, -0.6, 0.8], [-0.2, 0.8, 0.2], [0.1, 0.1, -0.4], [0.1, -0.4, -0.2], [0.2, -0.5, 0.9], [0.1, 0.4, 0.1], [0.4, 0.1, -0.1], [1.9, 0.4, -0.1], [1.9, 0.4, 1.3], [-0.2, 0.1, -0.4], [-1.5, -0.5, 0.2], [-0.1, 0.3, 0.1], [0.5, -0.7, 0.3], [-1.5, 0.1, -1.7], [-0.2, -0.7, 0.4], [-1.0, 0.1, -0.6], [0.6, 0.4, -0.8], [-1.2, 0.3, -1.5], [2.0, -0.1, 3.4], [-0.3, 0.1, -0.2], [0.1, 0.1, 0.1], [0.1, -0.3, -0.1], [-0.1, 0.0, 0.1], [-0.2, 0.2, 0.0], [0.1, 0.0, 0.0], [-0.2, 0.3, 0.1], [0.1, -0.3, -0.3], [-0.4, 0.1, -0.5], [0.5, 0.0, 0.3], [-0.4, -0.1, -0.2], [-0.6, -0.2, -0.1]],
  "nbo_charge": [-0.196, -0.177, -0.182, 0.219, -0.197, 0.200, 0.198, 0.201, -0.451, 0.217, 0.222, -0.457, 0.210, 0.230, -0.466, 0.225, 0.213, -0.451, 0.210, 0.225, 1.317, -0.594, -0.414, -0.553, -0.429, -0.258, -0.131, -0.192, -0.236, -0.203, -0.251, -0.523, 0.224, 0.180, 0.204, 0.225, 0.219, 0.182, 0.195, 0.212, 0.199, 0.214, 0.206, 0.214],
  "charge": 0,
  "de_lowest_ev": 1.478,
  "energy_ha": -2496.67403,
  "homo_energy_ev": -8.221,
  "gap_ev": 8.5569,
  "molar_mass_g_mol": 308.78
}